Below is C47H53N2P3S4Ti as an isolated structure, with properties calculated with ωB97M-V with the def2-TZVPD basis set.

CARTESIAN COORDINATES (ANGSTROEM)
1 Ti -0.9432 -0.4952 0.3693
2 C -1.4128 -2.2521 2.7782
3 N -2.2159 -1.2395 2.0354
4 C -2.3209 0.0023 2.8255
5 C -2.9533 1.1526 2.0337
6 N -2.6705 1.0400 0.5745
7 C -3.9130 0.6681 -0.1664
8 C -2.2082 2.2722 -0.0639
9 C -2.6866 3.5170 0.3048
10 C -2.3002 4.6485 -0.3997
11 C -1.4446 4.5241 -1.4842
12 C -1.0018 3.2706 -1.8805
13 C -1.3937 2.1268 -1.1877
14 S -0.9850 0.5189 -1.7763
15 C -3.4847 -1.8599 1.6840
16 C -4.5649 -1.8725 2.5506
17 C -5.7394 -2.5130 2.1815
18 C -5.8091 -3.1551 0.9510
19 C -4.7205 -3.1508 0.0943
20 C -3.5378 -2.4967 0.4440
21 S -2.1703 -2.3979 -0.6469
22 H -1.8512 -2.4075 3.7677
23 H -1.4269 -3.1827 2.2167
24 H -0.3892 -1.9007 2.9002
25 H -2.8722 -0.1473 3.7576
26 H -1.3022 0.2511 3.1281
27 H -4.0336 1.1814 2.1870
28 H -2.5343 2.0799 2.4226
29 H -4.6036 1.5155 -0.1437
30 H -3.6515 0.4336 -1.1962
31 H -4.3880 -0.1935 0.2879
32 H -3.3560 3.6197 1.1501
33 H -2.6692 5.6207 -0.0998
34 H -1.1360 5.4033 -2.0357
35 H -0.3627 3.1561 -2.7471
36 H -4.5068 -1.3828 3.5145
37 H -6.5884 -2.5122 2.8517
38 H -6.7210 -3.6574 0.6547
39 H -4.7773 -3.6387 -0.8707
40 S 0.8079 -2.0669 -0.1877
41 P 1.8997 -0.3944 0.2083
42 C 0.7342 0.5442 1.0772
43 P 1.1952 1.0613 2.6865
44 S 1.1999 -0.2711 4.1519
45 C 2.8366 1.8821 2.6016
46 C 3.8194 1.5624 3.5309
47 C 5.0618 2.1795 3.4775
48 C 5.3323 3.1198 2.4953
49 C 4.3529 3.4491 1.5674
50 C 3.1129 2.8346 1.6233
51 C 0.1217 2.4655 3.1824
52 C -0.1156 3.5204 2.3050
53 C -0.8102 4.6428 2.7331
54 C -1.3095 4.7057 4.0264
55 C -1.1053 3.6430 4.8950
56 C -0.3800 2.5357 4.4788
57 C 3.4641 -0.8202 1.0056
58 C 3.4803 -1.8048 1.9914
59 C 4.6664 -2.1116 2.6360
60 C 5.8364 -1.4446 2.2959
61 C 5.8251 -0.4723 1.3071
62 C 4.6395 -0.1578 0.6603
63 C 2.3944 0.3336 -1.3754
64 C 2.2031 1.6800 -1.6438
65 C 2.6144 2.2142 -2.8561
66 C 3.2102 1.3984 -3.8067
67 C 3.3874 0.0446 -3.5480
68 C 2.9802 -0.4871 -2.3354
69 H 3.6029 0.8169 4.2847
70 H 5.8224 1.9173 4.2022
71 H 6.3037 3.5963 2.4508
72 H 4.5575 4.1851 0.7997
73 H 2.3533 3.0996 0.9009
74 H 0.2254 3.4658 1.2770
75 H -0.9733 5.4639 2.0480
76 H -1.8555 5.5815 4.3544
77 H -1.4952 3.6816 5.9046
78 H -0.1858 1.7126 5.1551
79 H 2.5656 -2.3209 2.2496
80 H 4.6769 -2.8721 3.4060
81 H 6.7619 -1.6857 2.8040
82 H 6.7368 0.0472 1.0416
83 H 4.6270 0.6038 -0.1090
84 H 1.6848 2.2945 -0.9174
85 H 2.4584 3.2659 -3.0630
86 H 3.5287 1.8133 -4.7547
87 H 3.8400 -0.5971 -4.2933
88 H 3.1022 -1.5457 -2.1359
89 C 0.9338 -3.6937 -6.0791
90 C 1.0435 -2.8046 -4.8439
91 P -0.4550 -2.5845 -3.7735
92 C -1.0111 -4.3323 -3.5525
93 C -0.0440 -5.1354 -2.6857
94 C -1.6932 -2.0245 -5.0281
95 C -3.0384 -1.6943 -4.3791
96 H 1.8826 -3.7307 -6.6186
97 H 0.1762 -3.3234 -6.7708
98 H 0.6697 -4.7179 -5.8113
99 H 1.3404 -1.7909 -5.1288
100 H 1.8371 -3.1719 -4.1861
101 H -1.1721 -4.8205 -4.5181
102 H -1.9815 -4.2732 -3.0539
103 H 0.9397 -5.2145 -3.1543
104 H -0.4118 -6.1492 -2.5180
105 H 0.0871 -4.6572 -1.7136
106 H -1.8259 -2.7741 -5.8135
107 H -1.2810 -1.1269 -5.4993
108 H -3.4778 -2.5776 -3.9117
109 H -3.7501 -1.3185 -5.1171
110 H -2.9149 -0.9408 -3.5996

charge = 0

Below is C47H55BF4N3P3Si2Zn as an isolated structure in a non-equilibrium geometry, with properties calculated with ωB97M-V with the def2-TZVPD basis set.

CARTESIAN COORDINATES (ANGSTROEM)
1 Zn 0.1961 0.7223 -0.4640
2 C 3.4698 0.9193 1.2968
3 Si 1.6849 0.2224 1.3518
4 C 1.8416 -1.5742 1.9712
5 C 3.0139 -2.0130 2.5977
6 C 3.1070 -3.2660 3.1766
7 C 2.0097 -4.1170 3.1518
8 C 0.8498 -3.7199 2.5131
9 C 0.7599 -2.4646 1.9058
10 P -0.8248 -1.9999 1.0642
11 C -1.9138 -2.3886 2.5000
12 C -1.8379 -1.4834 3.5583
13 C -2.5158 -1.7125 4.7430
14 C -3.3062 -2.8444 4.8812
15 C -3.4014 -3.7429 3.8307
16 C -2.7070 -3.5228 2.6490
17 C -1.0688 -3.4439 -0.0378
18 C 0.0039 -4.2133 -0.4847
19 C -0.2069 -5.2947 -1.3265
20 C -1.4878 -5.6086 -1.7504
21 C -2.5532 -4.8112 -1.3619
22 C -2.3446 -3.7297 -0.5213
23 C 1.0432 1.1149 2.9437
24 C 1.7189 0.9070 4.1506
25 C 1.4486 1.6575 5.2805
26 C 0.5210 2.6907 5.2182
27 C -0.1708 2.9122 4.0425
28 C 0.0419 2.0984 2.9242
29 P -1.0253 2.2866 1.4448
30 C -2.7289 1.9000 2.0109
31 C -3.2101 1.9354 3.3168
32 C -4.5114 1.5422 3.5917
33 C -5.3410 1.0900 2.5773
34 C -4.8710 1.0453 1.2736
35 C -3.5757 1.4496 0.9948
36 C -1.0271 4.1034 1.2611
37 C -2.1844 4.8547 1.0909
38 C -2.0972 6.2136 0.8187
39 C -0.8601 6.8265 0.7007
40 C 0.3004 6.0811 0.8685
41 C 0.2175 4.7281 1.1470
42 H 3.8690 1.0967 2.2976
43 H 3.4752 1.8722 0.7628
44 H 4.1530 0.2482 0.7694
45 H 3.8778 -1.3561 2.6224
46 H 4.0296 -3.5789 3.6504
47 H 2.0618 -5.0890 3.6266
48 H 0.0001 -4.3910 2.4893
49 H -1.2147 -0.6011 3.4585
50 H -2.4284 -1.0062 5.5583
51 H -3.8374 -3.0302 5.8062
52 H -4.0131 -4.6313 3.9299
53 H -2.7793 -4.2472 1.8496
54 H 1.0127 -3.9795 -0.1664
55 H 0.6386 -5.8899 -1.6500
56 H -1.6533 -6.4548 -2.4050
57 H -3.5503 -5.0218 -1.7263
58 H -3.1809 -3.0974 -0.2464
59 H 2.4785 0.1349 4.2019
60 H 1.9782 1.4569 6.2039
61 H 0.3376 3.3160 6.0832
62 H -0.8713 3.7368 3.9788
63 H -2.5729 2.2460 4.1304
64 H -4.8753 1.5773 4.6113
65 H -6.3477 0.7633 2.8041
66 H -5.5084 0.6827 0.4773
67 H -3.1988 1.4024 -0.0219
68 H -3.1539 4.3769 1.1670
69 H -3.0017 6.7955 0.6930
70 H -0.7970 7.8834 0.4759
71 H 1.2701 6.5545 0.7801
72 H 1.1199 4.1406 1.2786
73 C 3.1912 -1.3237 -5.0659
74 N 2.0158 -1.4098 -4.1324
75 C 2.1688 -2.6364 -3.2457
76 N 3.4225 -2.6275 -2.5661
77 C 4.5212 -2.5212 -3.5128
78 N 4.4280 -1.3207 -4.3411
79 C 4.6298 -0.1050 -3.5411
80 P 3.3445 0.1502 -2.1890
81 C 1.9084 -0.1582 -3.3358
82 C 3.4668 -1.6014 -1.5294
83 H 3.0950 -0.4043 -5.6433
84 H 3.1565 -2.1836 -5.7361
85 H 1.1082 -1.5208 -4.6207
86 H 2.0832 -3.5092 -3.8934
87 H 1.3431 -2.6422 -2.5392
88 H 4.5074 -3.3970 -4.1660
89 H 5.4663 -2.5016 -2.9708
90 H 4.6222 0.7679 -4.1984
91 H 5.6173 -0.1594 -3.0784
92 H 1.8187 0.6870 -4.0212
93 H 0.9851 -0.1919 -2.7655
94 H 2.6506 -1.7707 -0.8211
95 H 4.4030 -1.6890 -0.9728
96 C -1.3509 1.6391 -4.2670
97 Si -0.7404 2.9870 -3.0962
98 C 0.2507 4.2430 -4.1260
99 C -2.2345 3.8657 -2.3426
100 C 0.3601 2.3383 -1.7320
101 H -2.1529 1.9993 -4.9159
102 H -1.7377 0.7854 -3.7096
103 H -0.5528 1.2694 -4.9152
104 H -0.3340 4.6472 -4.9562
105 H 1.1506 3.7853 -4.5470
106 H 0.5744 5.0829 -3.5059
107 H -2.8018 4.4123 -3.0996
108 H -1.9285 4.5781 -1.5726
109 H -2.9151 3.1475 -1.8767
110 H 0.3946 3.1339 -0.9770
111 H 1.3873 2.2749 -2.1105
112 F -0.6010 -1.2541 -2.3410
113 B -1.0624 -1.8952 -3.5508
114 F -0.6028 -3.2157 -3.5693
115 F -0.4059 -1.2215 -4.6463
116 F -2.4246 -1.7944 -3.6478

charge = 0
relative energy (zero: lowest compared OMol25 entry of this formula, charge and spin) = 13.7 kcal/mol

no.,HOMO-LUMO gap (eV)
1,7.15
2,7.55